# C14H27N3O5S

A 3-piece molecular cluster, C14H27N3O5S overall in a non-equilibrium geometry (wB97M-V/def2-TZVPD, the Open Molecules 2025 dataset).

Calculated values
LUMO level = 0.75 eV
total charge = 0
orbital gap = 8.8 eV
HOMO energy = -8.00 eV

Geometry as XYZ:
```
50
Properties=species:S:1:pos:R:3:mulliken_charge:R:1
O -1.88662 -3.89794 3.75019 -0.519
S -1.34733 -4.99066 2.96053 0.611
O -2.46220 -5.42630 1.83449 -0.425
O -0.24117 -4.30559 1.95322 -0.203
C 0.91367 -3.81241 2.68057 -0.772
C 1.74833 -2.86276 1.80842 -0.651
C 1.22236 -1.39728 1.76476 -0.631
C -0.31216 -1.26878 1.56877 -0.771
N -0.82267 -1.72191 0.26792 0.962
C -2.13153 -1.45444 0.00186 -0.714
C -2.47990 -1.97904 -1.25317 -0.709
C -1.24425 -2.57576 -1.72383 -0.783
C -0.23034 -2.38926 -0.77761 -0.330
H -2.20793 -4.99575 0.99326 0.351
H 0.65207 -3.39522 3.67090 0.463
H 1.54352 -4.70713 2.88625 0.399
H 2.76142 -2.83234 2.26222 0.442
H 1.87674 -3.33816 0.82167 0.222
H 1.83382 -0.82632 1.04636 0.233
H 1.44282 -0.95734 2.75948 0.422
H -0.80358 -1.83455 2.38591 0.282
H -0.59368 -0.21182 1.71758 0.401
H -2.79598 -0.90966 0.67539 0.445
H -3.43726 -1.94938 -1.77374 0.466
H -1.14064 -3.07738 -2.69377 0.419
H 0.81450 -2.68392 -0.80946 0.332
C -1.27923 2.37455 0.33142 -1.169
C 0.06402 2.52827 0.99184 0.812
O 0.86854 1.60480 1.06357 -0.591
N 0.37430 3.74063 1.51831 -0.196
C -0.43275 4.94482 1.53227 -0.915
H -1.38386 1.35686 -0.03900 -0.067
H -2.07773 2.56433 1.05340 0.482
H -1.35938 3.05854 -0.51327 0.604
H 1.28779 3.77167 1.94421 0.262
H 0.10847 5.73998 1.01633 0.288
H -0.59872 5.24823 2.56794 0.298
H -1.39054 4.79100 1.04609 0.348
C 0.83709 1.27273 -2.41959 -0.462
C 0.38526 2.64506 -2.85475 0.618
O -0.57837 3.20647 -2.34830 -0.710
N 1.08614 3.25827 -3.84341 -0.168
C 2.24444 2.76476 -4.56246 -0.834
H 0.18451 0.91469 -1.62836 -0.554
H 0.78224 0.57358 -3.25571 0.503
H 1.85627 1.31458 -2.03263 0.363
H 0.72804 4.17025 -4.08227 0.254
H 3.07485 3.45786 -4.41517 0.280
H 2.00859 2.72181 -5.62741 0.286
H 2.53803 1.77735 -4.22120 0.324
```



# C14H27N4O5PSTl

C14H27N4O5PSTl as an isolated structure in a non-equilibrium geometry (wB97M-V/def2-TZVPD, the Open Molecules 2025 dataset).

Calculated values
LUMO level = -14.17 eV
total charge = +3
orbital gap = 3.4 eV
HOMO energy = -17.58 eV

Geometry as XYZ:
```
53
Properties=species:S:1:pos:R:3:mulliken_charge:R:1
C -0.91273 3.86641 -2.75635 -0.813
C -0.63293 3.76913 -1.24017 -0.968
C -1.05292 2.44178 -0.59591 -1.604
C -0.32941 1.12045 -0.90903 1.297
C -1.35643 0.02090 -1.17730 -0.522
C -1.68928 0.20521 -2.86705 0.172
O -0.67564 0.09604 -3.50697 -0.391
O -2.84220 0.41449 -2.98413 -0.348
O -0.92385 -1.25099 -1.01938 -0.261
C -0.42987 -1.54333 0.31919 0.448
C -0.15133 -3.05016 0.24379 -1.014
C -1.41420 -3.94465 0.48188 -0.210
O -1.26915 -5.02031 0.93839 -0.342
C -1.48300 -1.27611 1.41874 -1.800
C -1.67453 0.11265 2.02848 -0.369
N -2.75495 -0.01864 2.98736 -0.639
C 0.91125 -0.78596 0.45089 1.012
C 1.55761 -0.89908 1.83799 -0.663
C 2.46073 -2.07806 2.17087 -0.586
N 3.20151 -1.94668 3.17108 -0.533
P 1.98744 -1.63365 -0.88520 0.434
N 3.61194 -1.46440 -0.65478 -0.602
O 1.68432 -0.89482 -2.25733 -0.357
N 0.70794 0.74215 0.16842 -0.794
S 2.29045 1.50890 -0.21596 0.010
H -1.25899 4.87721 -2.95793 0.543
H -1.71011 3.18299 -3.03754 0.318
H -0.04723 3.71504 -3.40693 -0.160
H 0.37790 4.07549 -0.96155 0.478
H -1.29605 4.50657 -0.79457 0.421
H -2.08577 2.31238 -0.92003 0.660
H -1.03792 2.55802 0.48948 0.468
H 0.20945 1.26171 -1.84025 0.416
H -2.30871 0.17857 -0.68020 0.847
H 0.55832 -3.38991 0.98681 0.216
H 0.13220 -3.35820 -0.76709 0.749
H -2.40517 -3.54789 0.21851 0.439
H -1.25403 -1.94699 2.24623 0.766
H -2.45126 -1.52910 0.99358 0.640
H -2.01276 0.85515 1.30765 0.090
H -0.77065 0.50972 2.51997 0.259
H -3.02705 0.88097 3.36082 0.305
H -2.50348 -0.61984 3.76269 0.231
H 2.17109 -0.02001 2.03180 0.459
H 0.78119 -0.89250 2.60012 0.427
H 2.47646 -2.97545 1.55089 0.315
H 3.76569 -2.77579 3.35218 0.338
H 3.90575 -0.89886 0.13868 0.296
H 4.11169 -2.35259 -0.61737 0.341
H 2.47252 -0.43033 -2.59435 0.360
H 0.43396 1.21237 1.03659 1.005
H 2.19080 2.51062 0.66397 0.332
Tl 1.76137 3.60939 -3.82971 0.887
```



# C14H28AsF12N4O10S2Tl

C14H28AsF12N4O10S2Tl as an isolated structure in a non-equilibrium geometry (wB97M-V/def2-TZVPD, the Open Molecules 2025 dataset).

Calculated values
LUMO level (alpha / beta) = -8.52 / -8.28 eV
total charge = +1
orbital gap (alpha / beta) = 3.5 / 3.8 eV
HOMO energy (alpha / beta) = -12.07 / -12.09 eV
spin multiplicity = 2

Geometry as XYZ:
```
72
Properties=species:S:1:pos:R:3:mulliken_charge:R:1
Tl 9.22060 15.46358 -9.14987 1.380
As 7.37298 15.55225 -5.71011 1.993
F 9.04446 16.21242 -6.02015 -0.534
F 6.99128 16.16608 -7.32543 -0.409
F 5.72897 14.85487 -5.45693 -0.491
F 7.86632 14.84974 -4.14484 -0.524
F 6.96626 17.09678 -4.85875 -0.487
F 7.91283 14.05486 -6.51042 -0.464
C 4.38608 16.87438 -9.59311 0.529
F 3.57145 15.83032 -9.49265 -0.181
F 3.79202 17.85081 -10.26981 -0.178
F 4.70111 17.35806 -8.37216 -0.152
S 5.99080 16.31066 -10.52586 0.983
O 5.73726 16.27072 -11.97361 -0.396
O 7.06935 17.22161 -10.22594 -0.501
O 6.35776 14.99979 -9.97203 -0.338
C 12.06131 12.38076 -12.74883 0.597
F 10.80065 12.02889 -12.81299 -0.181
F 12.82367 11.24682 -12.85958 -0.198
F 12.33769 13.24761 -13.71458 -0.180
S 12.35365 13.21573 -10.99962 1.121
O 11.30160 14.23421 -10.73718 -0.280
O 12.23481 12.11338 -10.02873 -0.786
O 13.72318 13.75235 -11.04819 -0.444
C 11.63075 13.57109 -5.11285 -1.228
C 11.57038 13.30650 -6.62153 0.684
O 10.87982 13.99924 -7.34074 -0.047
N 12.30774 12.30940 -7.14338 0.231
C 12.98273 11.15935 -6.42265 -1.103
H 12.58595 13.36322 -4.63068 0.426
H 10.86664 13.02662 -4.55806 0.340
H 11.49482 14.64112 -4.95579 0.384
H 12.27259 12.23900 -8.15031 0.138
H 12.31996 10.60454 -5.75856 0.391
H 13.94575 11.43930 -5.99566 0.374
H 13.28835 10.38405 -7.12523 0.385
C 9.57840 10.42898 -8.92419 -0.567
C 8.44297 11.45937 -8.90086 0.524
O 8.60469 12.58389 -9.36255 -0.317
N 7.30829 11.05379 -8.28875 -0.130
C 6.18039 11.88129 -7.98065 -0.774
H 9.96079 10.20311 -9.91961 0.203
H 9.32056 9.53423 -8.35758 0.406
H 10.45197 10.85614 -8.43174 -0.211
H 7.37659 10.19220 -7.76617 0.243
H 5.61101 11.53327 -7.11880 0.365
H 5.46243 11.83319 -8.79938 0.318
H 6.36359 12.93343 -7.76261 0.068
C 9.61227 14.93181 -14.12492 -1.004
C 8.64794 14.33630 -13.15316 0.415
O 8.66190 14.74225 -11.99711 -0.094
N 7.85159 13.36971 -13.59763 -0.112
C 6.87549 12.68021 -12.72012 -0.586
H 9.09402 15.73070 -14.65528 0.407
H 10.05302 14.20359 -14.80576 0.476
H 10.41005 15.38241 -13.53449 -0.220
H 7.96816 13.15118 -14.57679 0.240
H 6.16422 13.37951 -12.28061 0.105
H 7.38936 12.12807 -11.93323 0.112
H 6.23853 12.03627 -13.32651 0.414
C 12.11122 17.60613 -12.48985 -1.069
C 10.70126 17.75690 -12.16661 0.604
O 10.32198 17.35100 -11.08505 -0.662
N 9.93242 18.43567 -13.04101 -0.082
C 8.59277 18.75635 -12.77920 -0.612
H 12.63114 17.66518 -11.53366 0.286
H 12.50017 18.31954 -13.21640 0.392
H 12.41961 16.61529 -12.82337 0.156
H 10.29098 18.81698 -13.90480 0.254
H 8.02208 17.86147 -12.53098 -0.054
H 8.17531 19.19946 -13.68335 0.370
H 8.46503 19.35379 -11.87651 0.283
```



# C14H28BBrClN3O4

A 2-piece molecular cluster, C14H28BBrClN3O4 overall in a non-equilibrium geometry (wB97M-V/def2-TZVPD, the Open Molecules 2025 dataset).

Calculated values
LUMO level = -4.89 eV
total charge = 0
orbital gap = 1.8 eV
HOMO energy = -6.67 eV

Geometry as XYZ:
```
52
Properties=species:S:1:pos:R:3:mulliken_charge:R:1
N -1.06000 -4.46432 3.56786 -0.632
B -1.02675 -3.39676 2.53507 0.359
O -2.17094 -3.14415 1.74108 -0.584
C 0.29101 -2.45435 2.27709 0.361
Cl -0.38977 -0.79988 1.78297 -0.200
N 1.13159 -2.89282 1.14595 -0.379
C 1.72984 -4.24688 1.39360 -0.824
C 1.07937 -5.24190 0.36762 -0.109
C 1.55702 -6.74588 0.47066 -0.668
Br 2.80256 -7.13402 1.94299 -0.189
C 1.12617 -2.17892 3.59171 0.460
O 1.44183 -3.05873 4.39591 -0.613
O 1.49192 -0.95825 3.80201 -0.693
H -0.19761 -5.01028 3.54084 0.298
H -1.14143 -3.99420 4.47710 0.293
H -2.03998 -3.51576 0.85545 0.277
H 0.51105 -3.00206 0.33619 0.219
H 2.81430 -4.17425 1.11502 0.310
H 1.66784 -4.56448 2.45645 0.450
H -0.04435 -5.20586 0.40443 0.052
H 1.37673 -4.87547 -0.65300 0.295
H 2.08740 -7.02549 -0.46974 0.360
H 0.64376 -7.38071 0.58114 0.353
C 1.30014 4.47167 -1.65628 -1.730
C -0.18297 4.40032 -2.09489 1.568
C -1.08789 4.92321 -0.96252 -1.201
C -1.22217 3.94974 0.20644 -0.537
C -1.65378 2.56798 -0.27880 -1.093
C -0.75659 2.00487 -1.39804 1.632
N -0.53468 3.00059 -2.49377 0.744
O -1.57070 3.04772 -3.18972 -0.413
C 0.59229 1.55095 -0.80709 -1.328
C -1.37675 0.69368 -1.91570 -1.662
C -0.26093 5.38015 -3.28108 -1.754
H 1.45566 4.20359 -0.61358 0.297
H 1.92917 3.83167 -2.27780 0.371
H 1.68785 5.48616 -1.75184 0.482
H -2.08968 5.13179 -1.35579 0.401
H -0.70264 5.87709 -0.59503 0.361
H -0.28295 3.88150 0.76046 0.333
H -1.96302 4.33145 0.91321 0.425
H -1.66473 1.87568 0.56634 0.267
H -2.68949 2.63333 -0.63262 0.436
H 1.29514 1.26776 -1.59421 0.425
H 0.44753 0.68162 -0.17176 0.155
H 1.07020 2.29422 -0.17432 0.147
H -2.39893 0.82340 -2.27526 0.393
H -1.42183 -0.04564 -1.11466 0.344
H -0.77893 0.26944 -2.72559 0.470
H 0.36595 5.04476 -4.11075 0.448
H 0.09081 6.36782 -2.98239 0.442
H -1.27762 5.51891 -3.65137 0.382
```



# C14H28BaBr14F2NO4S2

C14H28BaBr14F2NO4S2 as an isolated structure in a non-equilibrium geometry (wB97M-V/def2-TZVPD, the Open Molecules 2025 dataset).

Calculated values
LUMO level = -3.42 eV
total charge = +1
orbital gap = 8.3 eV
HOMO energy = -11.72 eV

Geometry as XYZ:
```
66
Properties=species:S:1:pos:R:3:mulliken_charge:R:1
Ba 2.12113 3.06181 0.42370 1.344
N 0.73709 1.39540 1.62164 -0.451
S 0.88741 -0.12948 1.02435 1.163
O 1.55907 0.13073 -0.20069 -0.554
O -0.19771 -1.06814 1.01550 -0.431
F 1.96408 -0.71818 1.99280 -0.126
S 0.00135 1.82133 2.97311 1.047
O 0.38189 1.13918 4.13042 -0.496
O -1.28987 2.35575 2.76484 -0.575
F 0.95488 3.17875 2.98132 -0.398
Br 5.24126 -1.21066 5.84173 -0.116
C 5.77016 0.25192 4.63817 -0.411
C 4.82098 0.14865 3.46441 -0.458
Br 4.94084 1.65656 2.23294 -0.198
H 6.86530 0.14294 4.42737 0.365
H 5.63557 1.18500 5.20732 0.333
H 3.73968 0.09826 3.62652 0.219
H 5.17084 -0.64436 2.75570 0.350
Br -1.89668 -3.15902 6.58310 -0.189
C -0.46798 -3.80325 5.42027 -0.639
C 0.05683 -2.61460 4.58057 -0.322
Br 1.72388 -3.28776 3.91151 -0.177
H -0.85370 -4.60957 4.83974 0.419
H 0.33805 -4.02777 6.12587 0.407
H 0.30572 -1.78352 5.12798 0.404
H -0.55227 -2.33088 3.71793 0.082
Br -1.30414 4.37517 0.02759 -0.206
C -3.02503 3.80280 0.83747 -0.556
C -3.22647 2.31752 0.61346 0.007
Br -5.03303 1.74294 0.74862 -0.096
H -3.85977 4.37511 0.46548 0.567
H -2.87715 4.13629 1.86899 0.347
H -2.63161 1.69553 1.31921 0.141
H -2.96483 2.21592 -0.41299 -0.018
Br 5.79659 2.17508 -4.89924 -0.110
C 5.69084 0.88280 -3.52462 -0.635
C 4.49959 1.05761 -2.62904 -0.255
Br 4.30154 2.86719 -2.02693 -0.224
H 6.69559 0.88264 -3.10430 0.371
H 5.55318 -0.12628 -3.88051 0.383
H 4.58544 0.30150 -1.81397 0.344
H 3.52648 0.85807 -3.14607 0.284
Br 0.79148 2.84029 -2.52539 -0.140
C -1.06901 2.18976 -2.79718 -0.199
C -1.43245 2.27258 -4.21884 -0.668
Br -3.34417 2.04439 -4.51960 -0.140
H -1.70703 2.88965 -2.22442 0.048
H -1.14975 1.22470 -2.39442 0.317
H -1.00105 1.45940 -4.80748 0.335
H -1.21494 3.28838 -4.55107 0.469
Br -4.92299 -3.38262 -2.30171 -0.126
C -4.78731 -3.23714 -0.35882 -0.734
C -3.79784 -2.26942 0.03266 -0.352
Br -3.51863 -2.15760 1.92594 -0.162
H -4.58425 -4.27103 -0.02305 0.409
H -5.77171 -3.14256 0.00397 0.443
H -4.20870 -1.26650 -0.30410 0.212
H -2.85429 -2.52602 -0.35236 0.358
Br -4.21480 -2.90036 -6.60240 -0.153
C -3.09647 -2.23748 -5.11965 -0.519
C -1.63990 -1.95410 -5.53340 -0.389
Br -0.87295 -1.24054 -3.90878 -0.138
H -3.23349 -2.92094 -4.27518 0.147
H -3.55919 -1.30998 -4.85501 0.350
H -1.42913 -1.22687 -6.34123 0.381
H -1.06643 -2.90497 -5.61972 0.315
```